[1]
Here is C52H66BGeN13SSr as an isolated structure at a distorted geometry from the Open Molecules 2025 dataset. Energies are from ωB97M-V/def2-TZVPD.

```
135
Properties=species:S:1:pos:R:3:lowdin_spin:R:1
Sr 0.9901 1.1586 -0.2744 0.00
C 1.7593 -1.4921 3.2072 0.00
C 1.9533 -1.0927 1.8803 0.00
N 1.9977 0.2313 1.7885 0.00
N 1.8286 0.7148 3.0361 0.00
C 1.6813 -0.3085 3.9043 0.00
B 1.6937 2.2382 3.3239 0.00
N 0.3178 2.7596 2.8500 0.00
C -0.3521 3.8569 3.2529 0.00
C -1.3687 4.0959 2.3553 0.00
C -1.2302 3.0839 1.3977 0.00
N -0.2090 2.2915 1.6927 0.00
N 2.7494 3.0731 2.5438 0.00
C 3.8080 3.7674 3.0152 0.00
C 4.3149 4.5285 1.9878 0.00
C 3.4765 4.2331 0.9026 0.00
N 2.5345 3.3687 1.2426 0.00
N 1.9345 2.4116 4.8346 0.00
C 3.0121 1.9327 5.5015 0.00
C 2.8841 2.2772 6.8247 0.00
C 1.6673 2.9820 6.8720 0.00
N 1.1047 3.0592 5.6785 0.00
H 1.6701 -2.4902 3.5988 0.00
H 2.0601 -1.6997 0.9952 0.00
H 1.5305 -0.1389 4.9554 0.00
H -0.0752 4.3635 4.1591 0.00
H -2.1087 4.8767 2.3985 0.00
H -1.8272 2.8720 0.5260 0.00
H 4.1213 3.6875 4.0416 0.00
H 5.1644 5.1887 2.0154 0.00
H 3.5413 4.5924 -0.1130 0.00
H 3.7797 1.3737 4.9910 0.00
H 3.5619 2.0552 7.6307 0.00
H 1.1772 3.4286 7.7230 0.00
N -3.3755 2.8934 -3.1327 0.00
C -4.1061 1.7389 -2.9327 0.00
C -5.2725 1.2535 -3.5119 0.00
C -5.7304 0.0388 -3.0397 0.00
C -5.0516 -0.6609 -2.0293 0.00
C -3.8910 -0.1755 -1.4603 0.00
C -3.4148 1.0458 -1.9305 0.00
N -2.2863 1.7582 -1.5501 0.00
C -2.3072 2.8368 -2.2785 0.00
C -1.3344 3.9176 -2.1678 0.00
C -1.4766 5.1930 -2.6229 0.00
S -0.1056 6.1184 -2.1944 0.00
C 0.5695 4.7329 -1.4345 0.00
N -0.1656 3.6730 -1.4978 0.00
H -3.5526 3.6080 -3.8142 0.00
H -5.7947 1.7909 -4.2933 0.00
H -6.6357 -0.3828 -3.4579 0.00
H -5.4546 -1.6057 -1.6935 0.00
H -3.3462 -0.7065 -0.6860 0.00
H -2.3047 5.6424 -3.1456 0.00
H 1.5300 4.7700 -0.9412 0.00
C -3.1367 0.8218 2.7032 0.00
C -2.0697 -0.0859 3.3339 0.00
C -1.7792 0.3951 4.7527 0.00
C -2.5763 -1.5105 3.2504 0.03
C -3.0290 -2.1785 4.3763 0.00
C -3.6786 -3.4041 4.2818 0.04
C -3.9871 -3.8910 3.0273 0.00
C -3.5529 -3.2537 1.8658 0.03
C -4.1873 -3.6964 0.5521 0.00
C -3.9468 -5.1704 0.2221 0.00
C -5.6935 -3.4060 0.5989 0.00
C -2.6964 -2.1268 1.9778 0.01
N -1.9631 -1.5824 0.9140 0.23
C -1.5078 -2.4823 0.0573 0.15
C -0.7218 -2.3681 -1.1040 0.17
N 0.0417 -1.4048 -1.6150 0.24
C 0.8989 -1.9009 -2.6309 0.02
C 0.8775 -1.3623 -3.9376 0.01
C 1.7580 -1.8546 -4.8951 0.00
C 2.6382 -2.8867 -4.6255 0.01
C 2.6423 -3.4337 -3.3579 0.00
C 1.8067 -2.9582 -2.3527 0.01
C 1.9604 -3.5957 -0.9777 0.00
C 1.4900 -5.0536 -0.9758 0.00
C 3.4025 -3.5206 -0.4656 0.00
C -0.1088 -0.3093 -4.4155 0.00
C 0.2222 1.0783 -3.8752 0.00
C -1.5691 -0.6785 -4.1440 0.00
H -2.9080 1.8721 2.8875 0.00
H -4.1148 0.6000 3.1409 0.00
H -3.1911 0.6597 1.6260 0.00
H -1.1602 -0.0013 2.7358 0.00
H -2.7047 0.5128 5.3243 0.00
H -1.2862 1.3689 4.7206 0.00
H -1.1314 -0.2969 5.2956 0.00
H -2.8873 -1.7355 5.3534 0.00
H -3.9838 -3.9369 5.1741 0.00
H -4.6017 -4.7812 2.9403 0.00
H -3.7628 -3.1022 -0.2544 0.00
H -4.3781 -5.8203 0.9868 0.00
H -2.8805 -5.3937 0.1573 0.00
H -4.4066 -5.4290 -0.7347 0.00
H -6.1694 -3.9450 1.4205 0.00
H -6.1768 -3.7136 -0.3332 0.00
H -5.8761 -2.3402 0.7488 0.00
H -1.7251 -3.5343 0.2566 0.01
H -0.7069 -3.3193 -1.6426 0.01
H 1.7292 -1.4304 -5.8934 0.00
H 3.3060 -3.2579 -5.3928 0.00
H 3.3293 -4.2419 -3.1331 0.00
H 1.3387 -3.0499 -0.2722 0.00
H 2.1208 -5.6609 -1.6302 0.00
H 0.4614 -5.1444 -1.3258 0.00
H 1.5446 -5.4723 0.0322 0.00
H 4.0827 -4.1116 -1.0825 0.00
H 3.4547 -3.9109 0.5545 0.00
H 3.7717 -2.4945 -0.4611 0.00
H 0.0120 -0.2677 -5.5028 0.00
H -0.0040 1.1082 -2.8148 0.00
H -0.3826 1.8468 -4.3676 0.00
H 1.2766 1.3209 -4.0096 0.00
H -1.7901 -0.6189 -3.0814 0.00
H -1.7841 -1.6960 -4.4782 0.00
H -2.2379 0.0039 -4.6786 0.00
C 4.0685 1.2627 -4.6124 0.00
Ge 4.5223 1.0689 -2.6970 0.00
C 6.3223 1.8962 -2.5020 0.00
C 4.9008 -0.8393 -2.4168 0.00
C 3.2100 1.8214 -1.5206 0.00
H 4.9621 1.1199 -5.2246 0.00
H 3.6600 2.2533 -4.8251 0.00
H 3.3317 0.5121 -4.9057 0.00
H 7.0278 1.4616 -3.2166 0.00
H 6.7032 1.7131 -1.4943 0.00
H 6.2912 2.9764 -2.6604 0.00
H 5.6853 -1.1772 -3.0988 0.00
H 4.0087 -1.4387 -2.5947 0.00
H 5.2414 -1.0106 -1.3928 0.00
H 2.9514 2.7999 -1.9692 0.00
H 3.7643 2.0535 -0.6011 0.00
```

## Properties
- ⟨S²⟩ = 0.7680
- frontier orbital gap (alpha / beta) (eV) = 4.89 / 6.05
- spin multiplicity = 2
- total charge = -1
- HOMO (alpha / beta) (eV) = -3.16 / -4.32

***

[2]
Here is C4H2ClO2 as an isolated structure at a distorted geometry from the Open Molecules 2025 dataset. Energies are from ωB97M-V/def2-TZVPD.

```
9
Properties=species:S:1:pos:R:3:lowdin_spin:R:1
C -2.1553 -0.3192 0.9053 0.32
C -0.9064 -0.4945 1.4672 0.40
C -1.6403 0.1413 -0.3316 0.20
C -0.1971 -0.1112 0.1849 0.04
O -0.3726 -0.7120 2.8187 0.68
O -2.0584 0.6184 -1.3744 0.28
Cl -3.7624 -0.4743 1.5283 0.07
H 0.4359 0.7741 0.2537 0.00
H 0.3391 -0.9156 -0.3183 0.00
```

## Properties
- ⟨S²⟩ = 2.0113
- frontier orbital gap (alpha / beta) (eV) = 4.08 / 6.85
- spin multiplicity = 3
- total charge = -1
- HOMO (alpha / beta) (eV) = -0.45 / -4.52

***

[3]
Here is C6H5F6N as an isolated structure at a distorted geometry from the Open Molecules 2025 dataset. Energies are from ωB97M-V/def2-TZVPD.

```
18
Properties=species:S:1:pos:R:3:nbo_charge:R:1
C 0.8364 0.8135 -2.1077 -0.32
C 0.6398 1.2048 1.5524 -0.44
C 0.9860 1.3979 -0.9161 -0.31
C 0.5777 0.7927 0.3227 0.24
C -1.6618 -0.4464 -0.3829 1.10
C 0.0706 -1.6921 0.9902 1.09
N -0.3641 -0.7890 0.0644 -0.60
F -1.9798 0.8728 -0.3136 -0.31
F -2.5637 -1.1557 0.3075 -0.32
F -1.7939 -0.8244 -1.6397 -0.31
F -0.3936 -1.5219 2.3117 -0.35
F 1.4196 -1.7710 0.9930 -0.30
F -0.4012 -2.9101 0.6245 -0.32
H 1.2400 1.0883 -3.1248 0.21
H 0.2578 -0.0117 -2.4153 0.22
H 0.2755 0.7004 2.4358 0.25
H 1.1766 2.0536 1.9581 0.24
H 1.6781 2.1983 -0.6602 0.24
```

## Properties
- frontier orbital gap (eV) = 10.10
- HOMO (eV) = -9.96

***

[4]
Here is C42H31ClF6N8O9PS2Ta as an isolated structure at a distorted geometry from the Open Molecules 2025 dataset. Energies are from ωB97M-V/def2-TZVPD.

```
101
Properties=species:S:1:pos:R:3:mulliken_charge:R:1
Ta -0.1998 -1.2475 -0.9869 1.37
O 0.8170 1.8370 3.8310 -0.53
C 0.3842 1.3546 2.8275 -0.87
N 1.3107 0.7365 1.8882 0.19
C 1.9918 1.8342 1.1641 0.74
C 2.8065 1.5195 -0.0562 0.07
C 4.0321 2.1603 -0.2015 -1.11
C 4.6962 2.0891 -1.4120 -0.88
C 4.1142 1.3701 -2.4431 -1.10
C 2.9325 0.7059 -2.1880 -0.26
N 2.2834 0.7572 -1.0159 0.95
C -1.0418 1.5104 2.4002 1.29
C -1.8936 2.2151 3.2365 -1.26
C -3.2021 2.4120 2.8286 -1.14
C -3.5879 1.9108 1.5960 -1.33
C -2.6598 1.2116 0.8384 -0.39
N -1.4053 0.9933 1.2256 1.43
H 1.2280 2.5555 0.8505 -0.80
H 2.6421 2.3377 1.8793 0.51
H 4.4491 2.7234 0.6239 0.63
H 5.6437 2.5941 -1.5517 0.48
H 4.5710 1.3165 -3.4217 0.51
H 2.4811 0.1007 -2.9640 0.37
H -1.5209 2.5956 4.1771 0.63
H -3.9022 2.9457 3.4584 0.52
H -4.5945 2.0455 1.2217 0.65
H -2.9500 0.8078 -0.1263 0.29
O -3.5093 2.1052 -5.0412 -0.53
C -3.5428 3.1700 -4.2410 0.41
O -4.3027 4.0711 -4.4366 -0.53
C -2.5864 3.2150 -3.0804 -0.35
C -2.4705 4.3030 -2.2384 0.27
Cl -3.2364 5.8026 -2.2997 -0.09
N -1.5096 4.0157 -1.3106 0.38
N -0.9984 2.8082 -1.4879 -0.18
C -1.6206 2.3138 -2.5500 -0.15
C -1.3217 0.9256 -2.8715 0.96
O -1.6748 0.3064 -3.8346 -0.76
O -0.5942 0.2662 -1.9002 0.56
C -1.0579 4.7852 -0.1778 0.48
C -1.9637 5.4170 0.6588 -0.36
C -1.4887 6.0863 1.7780 -0.88
C -0.1307 6.1124 2.0598 -0.64
C 0.7655 5.4768 1.2094 -0.60
C 0.3043 4.8120 0.0849 -0.36
H -2.8546 1.4427 -4.7667 0.40
H -3.0238 5.3886 0.4474 0.48
H -2.1892 6.5916 2.4304 0.44
H 0.2299 6.6384 2.9342 0.44
H 1.8286 5.5152 1.4126 0.47
H 0.9854 4.3390 -0.6126 0.56
N 1.6549 -1.9109 -1.5135 0.79
P 0.9941 -0.8192 1.3605 2.13
C 0.1255 -1.4643 2.8271 0.71
C -1.2614 -1.5165 2.9444 0.03
C -1.8558 -1.9527 4.1183 -1.29
C -1.0647 -2.3415 5.1892 -0.95
C 0.3194 -2.2793 5.0877 -0.88
C 0.9158 -1.8426 3.9172 -0.76
C 2.5967 -1.6688 1.4027 -0.12
C 3.7440 -0.9870 1.7970 -0.36
C 4.9433 -1.6724 1.9411 -0.84
C 4.9977 -3.0380 1.7081 -0.83
C 3.8512 -3.7258 1.3242 -0.78
C 2.6559 -3.0461 1.1677 -0.22
C 1.4209 -2.6128 -2.6689 0.44
C 2.2403 -3.4747 -3.3792 -0.84
C 1.7132 -4.0356 -4.5280 -0.58
C 0.4079 -3.7411 -4.9328 -1.06
C -0.3535 -2.8997 -4.1579 -0.50
N 0.1556 -2.3445 -3.0481 0.26
H 2.5929 -1.9112 -1.1439 0.00
H -1.8939 -1.1643 2.1422 0.59
H -2.9360 -1.9789 4.1897 0.57
H -1.5263 -2.6840 6.1069 0.45
H 0.9391 -2.5716 5.9253 0.50
H 1.9951 -1.7916 3.8572 0.52
H 3.7006 0.0705 2.0212 0.34
H 5.8328 -1.1393 2.2513 0.50
H 5.9305 -3.5722 1.8361 0.43
H 3.8899 -4.7954 1.1598 0.53
H 1.7667 -3.5923 0.8876 0.43
H 3.2439 -3.6939 -3.0385 0.56
H 2.3201 -4.7103 -5.1185 0.49
H -0.0052 -4.1609 -5.8386 0.51
H -1.3654 -2.6317 -4.4259 0.57
F -2.8632 -2.3395 -2.7047 -0.18
C -3.9419 -2.0736 -1.9396 0.82
F -4.3271 -0.8300 -2.1361 -0.18
F -4.8927 -2.9179 -2.2110 -0.19
S -3.3662 -2.1929 -0.1768 1.03
O -2.1832 -1.2579 -0.2366 -1.21
O -4.3906 -1.7961 0.7060 -0.66
N -2.8746 -3.6670 -0.0753 -0.52
S -1.4393 -4.1095 0.3413 1.25
O -1.2394 -4.5634 1.6616 -0.59
O -0.4274 -3.0693 -0.1083 -0.43
C -1.1167 -5.4781 -0.8755 0.62
F -2.0129 -6.4156 -0.7379 -0.16
F 0.0956 -5.9314 -0.6211 -0.18
F -1.1689 -4.9577 -2.1010 -0.14
```

## Properties
- frontier orbital gap (eV) = 6.59
- total charge = +2
- HOMO (eV) = -13.79

***

no.,calculated total energy (eV)
1,-143236.272
2,-20793.978
3,-24095.611
4,-135732.303